(1)
Density functional theory data (ωB97M-V/def2-TZVPD) for one molecule with the formula C21H28FN5O in a non-equilibrium geometry.

As for the lowest unoccupied orbital energy: 0.42 eV. Its highest occupied orbital energy is -0.2678 Eh. Its charge is 0. For the gap between HOMO and LUMO, the calculation gives 0.2832 Ha. For the energy relative to the best compared isomer or geometry (same formula, charge and spin), the calculation gives 16.483 eV.

CARTESIAN COORDINATES (ANGSTROEM)
C (-0.7620, -0.7237, 3.9624)
C (-1.1142, 0.5100, 3.0813)
N (-0.0875, 1.3671, 2.7142)
N (-0.6609, 2.4309, 2.1364)
C (-2.1060, 2.3459, 1.9869)
C (-2.2277, 1.0547, 2.6994)
H (-3.1446, 0.5198, 2.8649)
H (-2.5306, 3.0093, 1.3123)
C (0.2239, 3.5886, 1.5386)
H (-0.4869, 4.3266, 1.3606)
H (1.1651, 3.7779, 2.1842)
C (0.8767, 3.0983, 0.1797)
O (0.0133, 3.2819, -0.7273)
N (1.9528, 2.1502, 0.2673)
C (2.6317, 2.1379, 1.4783)
H (3.1688, 2.9573, 1.9582)
C (3.7212, 1.0117, 1.4111)
C (3.3063, -0.2577, 0.7647)
H (4.0693, -0.9897, 0.3864)
H (2.6493, -0.7342, 1.3853)
C (2.6025, 0.1386, -0.7196)
N (1.6756, -0.8853, -0.7806)
C (1.2706, -1.4386, -2.1945)
H (2.2120, -1.5031, -2.6743)
C (0.0560, -0.4818, -3.1315)
N (-1.1886, -0.6669, -2.1147)
C (-2.1940, -1.6365, -1.9635)
C (-2.3486, -2.2524, -3.4681)
C (-3.3105, -3.2513, -3.2775)
C (-4.0257, -3.7225, -2.1945)
C (-3.6446, -3.0808, -1.1292)
C (-2.7768, -1.9943, -0.9774)
H (-2.4769, -1.7500, -0.0069)
H (-4.2771, -3.3979, -0.0371)
F (-4.9701, -4.6012, -2.2508)
H (-3.5205, -3.7366, -4.4946)
H (-2.0501, -1.7778, -4.3385)
C (-0.7240, -0.1266, -0.6979)
C (0.3338, -0.6270, -0.0617)
H (0.7303, -0.0567, 0.8520)
H (-0.1078, -1.7727, 0.3741)
H (-1.5073, 0.0560, -0.0657)
H (-0.5069, 1.1369, -1.0044)
H (-0.2121, -1.1174, -3.6934)
H (0.4048, 0.5031, -3.1273)
H (0.6885, -2.5052, -2.0213)
C (2.2659, 1.4883, -0.8203)
H (3.1471, 1.9358, -1.1302)
H (1.6390, 1.7890, -1.7973)
H (3.4565, -0.2080, -1.4549)
H (4.3057, 0.8490, 2.1685)
H (4.5815, 1.5140, 0.5632)
H (1.9342, 1.5914, 2.1445)
H (-1.0719, -1.6186, 3.4371)
H (-1.4540, -0.7847, 4.8936)
H (0.4054, -0.8713, 4.2500)

---

(2)
Density functional theory data (ωB97M-V/def2-TZVPD) for one molecule with the formula C4H8O2.

As for the lowest unoccupied orbital energy: 0.40 eV. Its highest occupied orbital energy is -0.3232 Eh. Its charge is 0. For the gap between HOMO and LUMO, the calculation gives 0.3379 Ha. For the energy relative to the best compared isomer or geometry (same formula, charge and spin), the calculation gives 4.592 eV.

CARTESIAN COORDINATES (ANGSTROEM)
C (1.7093, 0.6234, -0.1933)
C (0.7143, -0.3776, 0.3592)
O (0.2535, 0.0932, 1.6521)
C (-0.7337, -0.4272, 0.0110)
C (-1.2861, 0.7819, -0.6143)
O (-2.6833, 0.8940, -0.4801)
H (1.2995, 1.6363, -0.2157)
H (1.9973, 0.3372, -1.2103)
H (2.6126, 0.6336, 0.4258)
H (1.1848, -1.3646, 0.4450)
H (-0.2150, -0.6399, 2.0801)
H (-0.9969, 0.6257, -1.6804)
H (-0.8436, 1.7399, -0.3109)
H (-2.9761, 0.0136, -0.2036)

---

(3)
Density functional theory data (ωB97M-V/def2-TZVPD) for a 2-piece molecular cluster, C3H7IN overall in a non-equilibrium geometry.

As for the lowest unoccupied orbital energy: -5.17 eV. Its highest occupied orbital energy is -0.4931 Eh. Its charge is +1. For the gap between HOMO and LUMO, the calculation gives 0.3030 Ha. For the energy relative to the best compared isomer or geometry (same formula, charge and spin), the calculation gives 2.876 eV.

CARTESIAN COORDINATES (ANGSTROEM)
C (0.4852, -1.1724, -0.6969)
C (0.2735, -0.7961, 0.7698)
C (1.2858, 1.2330, -0.1963)
N (0.8971, 0.0548, -0.1426)
I (-3.4070, 0.4144, -0.3023)
H (1.2597, -1.8222, -1.0408)
H (-0.3628, -1.3752, -1.3016)
H (-0.7672, -0.6786, 0.9042)
H (0.8716, -1.1394, 1.6141)
H (1.5651, 1.8505, -1.0087)
H (1.2024, 1.7481, 0.7670)
H (-3.3034, 1.6830, 0.6340)

---

(4)
Density functional theory data (ωB97M-V/def2-TZVPD) for a 2-piece molecular cluster, CH4IN2O overall in a non-equilibrium geometry.

As for the lowest unoccupied orbital energy: 3.27 eV. Its highest occupied orbital energy is -0.1337 Eh. Its charge is -1. For the gap between HOMO and LUMO, the calculation gives 0.2540 Ha. For the energy relative to the best compared isomer or geometry (same formula, charge and spin), the calculation gives 1.127 eV.

CARTESIAN COORDINATES (ANGSTROEM)
I (18.0315, -21.1383, 2.9153)
C (20.1253, -21.3954, 8.5852)
O (20.3556, -21.5069, 9.8260)
N (19.0522, -21.8405, 7.9662)
N (21.0267, -21.0199, 7.7572)
H (18.2788, -22.3606, 8.3554)
H (19.0934, -21.5981, 6.9866)
H (20.8627, -20.8312, 6.7786)
H (21.9835, -21.0427, 8.0798)

---

(5)
Density functional theory data (ωB97M-V/def2-TZVPD) for a 2-piece molecular cluster, C2H6Cl2NPS overall in a non-equilibrium geometry.

As for the lowest unoccupied orbital energy: 0.60 eV. Its highest occupied orbital energy is -0.3478 Eh. Its charge is 0. For the gap between HOMO and LUMO, the calculation gives 0.3698 Ha. For the energy relative to the best compared isomer or geometry (same formula, charge and spin), the calculation gives 1.107 eV.

CARTESIAN COORDINATES (ANGSTROEM)
C (1.3162, -0.0395, 1.3750)
C (2.0801, -0.2796, -0.7971)
N (1.1937, -0.5466, 0.0075)
P (-2.5615, 0.7675, -0.9935)
S (-2.2213, -1.1796, -0.0821)
Cl (-3.3597, 1.9526, 0.4320)
Cl (-4.3037, 0.4493, -2.0887)
H (1.7631, 1.0088, 1.4198)
H (0.2530, 0.0873, 1.7556)
H (1.9435, -0.6619, 1.9787)
H (2.0263, -0.6479, -1.7870)
H (-1.0049, -1.3007, -0.7193)
H (2.8751, 0.3904, -0.5010)

---

(6)
Density functional theory data (ωB97M-V/def2-TZVPD) for a 2-piece molecular cluster, C5H13NO2 overall in a non-equilibrium geometry.

As for the lowest unoccupied orbital energy (spin up / spin down): -3.31 / -8.73 eV. The expectation value of S² is 0.75. Its highest occupied orbital energy (spin up / spin down) is -0.5535 / -0.5482 Eh. Its charge is +1. For the gap between HOMO and LUMO (spin up / spin down), the calculation gives 0.4319 / 0.2275 Ha. For the energy relative to the best compared isomer or geometry (same formula, charge and spin), the calculation gives 1.626 eV. The spin multiplicity is 2.

CARTESIAN COORDINATES (ANGSTROEM)
N (-0.5435, 0.9961, 0.6282)
C (-1.7942, 0.6585, -0.0901)
C (-1.3616, -0.4997, -1.0064)
C (-0.4858, -1.3253, -0.0643)
C (0.1855, -0.2925, 0.8773)
C (1.7203, -0.2949, 0.5589)
O (2.1801, -1.4300, 1.2608)
H (-0.7320, 1.5075, 1.4881)
H (-2.1733, 1.5552, -0.5617)
H (-2.5171, 0.3229, 0.6536)
H (-0.9262, -0.0484, -1.8814)
H (-2.1776, -1.0737, -1.4716)
H (-1.2356, -1.9525, 0.4231)
H (0.2998, -1.9416, -0.5240)
H (0.0584, -0.6135, 1.8995)
H (2.0527, -0.4082, -0.4651)
H (2.1168, 0.6673, 0.9910)
H (2.2659, -2.2019, 0.6911)
H (0.6609, 2.1972, -1.8005)
H (0.9942, 1.8949, -0.4094)
O (1.4122, 2.2824, -1.1971)

---

(7)
Density functional theory data (ωB97M-V/def2-TZVPD) for one molecule with the formula C2H3N5O in a non-equilibrium geometry.

As for the lowest unoccupied orbital energy: -0.82 eV. Its highest occupied orbital energy is -0.3683 Eh. Its charge is 0. For the gap between HOMO and LUMO, the calculation gives 0.3381 Ha. For the energy relative to the best compared isomer or geometry (same formula, charge and spin), the calculation gives 4.033 eV.

CARTESIAN COORDINATES (ANGSTROEM)
C (-0.9668, 0.4512, -1.0099)
C (0.8387, -0.0979, 0.6445)
H (-0.7312, 1.6272, -2.5163)
H (0.4530, -1.5862, 1.7389)
H (2.2580, 1.2951, 1.5243)
N (-1.4119, 0.9028, -2.1304)
N (-1.6380, -0.6277, -0.3802)
N (-1.1044, -1.5351, 0.3989)
N (0.1586, -1.2499, 0.8094)
N (1.7755, 0.2224, 1.3940)
O (0.3686, 0.5980, -0.4732)

---

(8)
Density functional theory data (ωB97M-V/def2-TZVPD) for a 2-piece molecular cluster, C5H10O2 overall in a non-equilibrium geometry.

As for the lowest unoccupied orbital energy: 0.58 eV. Its highest occupied orbital energy is -0.2976 Eh. Its charge is 0. For the gap between HOMO and LUMO, the calculation gives 0.3188 Ha. For the energy relative to the best compared isomer or geometry (same formula, charge and spin), the calculation gives 3.512 eV.

CARTESIAN COORDINATES (ANGSTROEM)
C (0.7548, 2.7176, 0.6189)
C (-0.0772, 1.8693, -0.3068)
C (-0.1299, 0.5349, -0.2252)
O (0.9978, -0.2125, 0.1525)
C (-1.2934, -0.2823, -0.5616)
C (-2.4102, 0.1832, -1.1327)
H (0.5527, 2.4799, 1.6683)
H (0.7321, 3.7497, 0.2849)
H (1.8399, 2.5053, 0.6010)
H (-0.7981, 2.3549, -0.9377)
H (1.2952, 0.3025, 0.9161)
H (-1.3800, -1.3356, -0.3346)
H (-2.4276, 0.9695, -1.8742)
H (-3.3094, -0.3896, -0.9588)
H (1.1903, -5.1668, 0.9994)
H (2.3064, -5.1326, 0.0682)
O (2.1566, -5.1473, 1.0223)

---

(9)
Density functional theory data (ωB97M-V/def2-TZVPD) for a 2-piece molecular cluster, C5H15N2O overall in a non-equilibrium geometry.

As for the lowest unoccupied orbital energy: -2.89 eV. Its highest occupied orbital energy is -0.5047 Eh. Its charge is +1. For the gap between HOMO and LUMO, the calculation gives 0.3983 Ha. For the energy relative to the best compared isomer or geometry (same formula, charge and spin), the calculation gives 1.673 eV.

CARTESIAN COORDINATES (ANGSTROEM)
C (0.6686, 0.7652, -1.8750)
C (0.0287, 0.1383, -0.6375)
C (-0.8098, -1.0891, -0.9349)
C (-1.8842, -1.2610, 0.1142)
C (-1.7958, -2.5243, 2.0852)
N (-1.1740, -1.7328, 1.3361)
N (1.1429, -0.3005, 0.3173)
H (1.1525, 1.7306, -1.7286)
H (-0.0362, 0.9820, -2.6797)
H (1.4346, 0.0717, -2.2487)
H (-0.4479, 1.0100, -0.1972)
H (-1.2965, -0.9739, -1.8982)
H (-0.2376, -2.0048, -1.0678)
H (-2.3639, -0.3374, 0.4362)
H (-2.6925, -1.9690, -0.0327)
H (-1.2008, -2.8913, 2.9181)
H (-2.7919, -2.8812, 1.8349)
H (0.8469, -0.2200, 1.2896)
H (1.9838, 0.2669, 0.2312)
H (1.2716, -1.2856, 0.0960)
H (2.8155, 4.9845, 1.6599)
H (2.5637, 5.0622, 0.1358)
O (2.8223, 4.4594, 0.8459)

---

Which value of charge does entry 2 give? 0